Record 1
24
Properties=species:S:1:pos:R:3:forces:R:3:lowdin_charge:R:1 method="wB97M-V/def2-TZVPD" energy_ha=-347.56705 gap_ev=9.18 largest_force_ev_per_a=5.13 molar_mass_g_mol=116.2
N -1.082 1.389 -1.827 0.61 -4.18 -0.09 0.013
C -2.091 0.637 -1.156 -0.99 -0.71 0.92 -0.295
C -1.587 -0.514 -0.196 4.18 -0.39 -2.95 -0.124
N -0.054 -0.262 0.174 -0.46 -0.93 0.20 -0.217
C 0.754 -1.152 -0.737 0.13 -0.22 1.10 -0.254
C 2.361 -0.942 -0.499 -1.63 2.85 -2.00 -0.102
C 0.377 -0.329 1.730 1.28 -0.53 -3.46 -0.207
C 0.515 1.135 2.063 -4.64 -0.63 0.67 -0.113
H -0.138 1.298 -1.560 0.70 -0.05 0.73 0.041
H -1.360 2.231 -2.103 -1.07 4.05 -1.25 0.010
H -2.887 0.235 -1.892 1.23 0.37 1.15 0.122
H -2.593 1.273 -0.455 -0.87 0.77 0.23 0.075
H -1.483 -1.414 -1.004 -1.01 1.13 2.94 0.129
H -2.079 -0.528 0.772 -0.67 -0.71 -0.48 0.094
H 0.373 -0.927 -1.860 1.18 -0.77 2.65 0.136
H 0.489 -2.228 -0.345 0.59 1.42 -1.54 0.119
H 2.807 -1.787 -0.072 0.48 -0.95 1.36 0.022
H 2.850 -0.915 -1.494 -0.35 0.18 0.29 0.053
H 2.639 0.101 -0.015 -0.72 -2.37 -0.66 0.104
H 1.400 -0.943 1.844 -2.23 1.52 -0.42 0.138
H -0.344 -0.841 2.301 -1.08 -0.72 0.66 0.068
H -0.497 1.715 1.936 1.28 -1.39 -0.46 0.110
H 0.544 1.280 3.106 1.77 0.53 1.27 0.051
H 1.086 1.488 1.290 2.28 1.73 -0.87 0.027

=====

Record 2
55
Properties=species:S:1:pos:R:3:forces:R:3:lowdin_charge:R:1 method="wB97M-V/def2-TZVPD" energy_ha=-2482.42971 charge=-1 gap_ev=6.92 largest_force_ev_per_a=1.74 molar_mass_g_mol=517.3
C -3.337 0.800 0.415 0.03 0.20 0.11 0.017
C -2.365 0.473 1.495 -0.42 -0.70 1.19 -0.534
O -2.679 -0.132 2.507 0.37 0.60 -0.81 0.083
O -1.093 0.898 1.293 -0.16 -0.32 -0.27 0.046
C -0.084 -0.146 1.252 1.53 0.16 0.82 -0.402
O 0.947 0.106 1.821 -1.20 0.05 -0.58 0.124
C -0.429 -1.356 0.464 0.18 -0.10 0.27 -0.157
B 0.785 -2.464 0.315 -0.05 -0.02 -0.37 -0.514
C 2.183 -1.871 -0.361 -0.31 -0.58 0.27 -0.229
C 2.619 -2.520 -1.681 0.06 0.65 0.55 -0.377
C 2.199 -1.808 -2.942 0.55 -0.51 -0.04 -0.661
I 0.100 -1.794 -3.350 0.02 0.14 -0.05 0.763
H -3.085 1.731 -0.064 0.10 0.20 -0.25 0.053
H -4.336 0.872 0.816 -0.26 0.02 0.23 0.084
H -3.333 -0.009 -0.304 0.21 -0.21 -0.26 0.092
H -0.842 -1.031 -0.489 -0.08 0.19 -0.22 0.047
H -1.246 -1.839 0.998 -0.27 -0.09 0.09 0.100
H 0.359 -3.360 -0.414 -0.12 -0.01 0.00 0.037
H 0.972 -2.972 1.416 0.14 0.10 0.09 0.044
H 2.977 -2.096 0.349 0.20 0.10 0.21 0.070
H 2.185 -0.785 -0.452 0.01 0.28 -0.15 0.076
H 3.716 -2.495 -1.709 0.24 -0.03 -0.24 0.085
H 2.354 -3.564 -1.706 -0.26 -0.36 -0.09 0.077
H 2.579 -0.796 -2.946 -0.35 0.45 0.06 0.040
H 2.642 -2.308 -3.793 -0.16 -0.16 -0.35 0.003
C -0.839 2.384 4.784 0.00 -0.06 -0.07 -0.258
S -2.312 2.888 5.678 0.06 -0.07 -0.14 0.795
O -1.883 3.824 6.757 0.03 -0.02 0.06 -0.580
C -2.605 1.291 6.445 -0.05 -0.12 0.02 -0.272
H -0.459 3.252 4.250 -0.02 0.02 0.00 0.052
H -0.091 2.026 5.490 -0.02 0.02 0.04 0.061
H -1.096 1.600 4.068 -0.01 0.02 -0.01 0.040
H -1.735 1.008 7.038 0.03 0.05 -0.01 0.056
H -2.795 0.551 5.667 0.01 0.03 -0.03 0.052
H -3.478 1.383 7.088 -0.01 0.04 0.00 0.043
C 5.748 -6.247 -4.367 0.15 0.01 -0.10 -0.280
S 5.053 -5.016 -3.251 0.03 -0.04 0.09 0.801
O 3.586 -5.196 -3.304 -0.08 -0.06 -0.14 -0.528
C 5.457 -3.590 -4.271 0.04 0.05 -0.12 -0.270
H 5.563 -7.227 -3.935 -0.03 0.02 0.05 0.045
H 5.261 -6.174 -5.340 -0.05 0.03 0.03 0.054
H 6.823 -6.086 -4.464 0.01 -0.01 0.01 0.046
H 4.986 -3.696 -5.249 -0.04 -0.03 0.03 0.060
H 6.540 -3.513 -4.372 0.00 0.00 0.03 0.050
H 5.071 -2.707 -3.768 -0.03 -0.02 0.05 0.034
C -4.292 5.457 -2.082 -0.07 0.07 -0.06 -0.275
S -3.392 4.989 -0.597 0.09 -0.01 0.01 0.815
O -4.146 3.876 0.031 -0.10 0.09 -0.03 -0.543
C -3.785 6.476 0.334 -0.04 0.10 0.02 -0.274
H -4.213 4.635 -2.790 0.03 -0.04 0.03 0.050
H -5.340 5.632 -1.835 0.01 -0.03 0.05 0.055
H -3.844 6.354 -2.510 0.02 -0.01 0.00 0.049
H -4.867 6.580 0.415 -0.01 -0.05 -0.01 0.056
H -3.352 7.342 -0.167 0.02 -0.01 0.00 0.050
H -3.350 6.370 1.325 0.02 -0.05 0.00 0.050